#P
A cluster of 2 separate species, C5H12O2 in total, computed with ωB97M-V with the def2-TZVPD basis set.

Structure (XYZ):
```
19
Properties=species:S:1:pos:R:3:nbo_charge:R:1
C -0.729 0.021 -2.281 -0.631
C -0.520 -1.419 -1.997 -0.391
C 0.675 -1.733 -1.002 -0.406
C 0.380 -0.861 0.249 -0.539
C 1.070 0.504 0.160 0.470
O 0.735 1.530 0.664 -0.515
H 0.186 0.606 -2.449 0.209
H -1.284 0.524 -1.474 0.213
H -1.327 0.115 -3.186 0.223
H -1.371 -1.917 -1.517 0.200
H -0.262 -1.979 -2.910 0.199
H 0.982 -2.755 -0.749 0.221
H 1.510 -1.413 -1.701 0.197
H -0.673 -0.568 0.339 0.226
H 0.674 -1.353 1.160 0.244
H 2.076 0.348 -0.345 0.081
O -1.033 1.648 3.665 -0.926
H -1.219 2.538 3.352 0.467
H -1.636 1.606 4.417 0.459
```

## Properties
- Multiplicity: 1
- Total charge: 0
- SMILES string: CCCCC=O.O


#Q
A cluster of 3 separate species, C5H12O2 in total, computed with ωB97M-V with the def2-TZVPD basis set.

Structure (XYZ):
```
19
Properties=species:S:1:pos:R:3:nbo_charge:R:1
C -1.387 0.125 1.899 -0.701
C -0.808 -0.333 0.587 0.231
C -0.341 0.712 -0.376 -0.020
O 0.515 1.591 0.312 -0.708
C 0.216 0.137 -1.666 -0.436
C 1.457 -0.693 -1.301 -0.061
O 1.008 -1.553 -0.321 -0.763
H -1.845 -0.702 2.445 0.230
H -0.650 0.624 2.525 0.250
H -2.179 0.858 1.674 0.231
H -1.349 -1.145 0.108 0.205
H 0.700 -0.988 1.759 -0.143
H -1.294 1.231 -0.634 0.209
H 0.921 2.188 -0.329 0.477
H 0.393 0.919 -2.419 0.207
H -0.540 -0.546 -2.075 0.213
H 2.256 -0.004 -0.969 0.152
H 1.837 -1.207 -2.205 0.161
H 1.091 -1.216 0.986 0.265
```

## Properties
- Multiplicity: 1
- Total charge: 0


Energy ordering: #P at the bottom, the next structure 404.0 kJ/mol above.